{
  "formula": "C8H15NO4P",
  "method": "ωB97M-V/def2-TZVPD",
  "energy_ev": -27511.37656,
  "charge": -1,
  "max_force_ev_per_a": 5.56,
  "symbols": ["N", "C", "C", "C", "C", "C", "O", "O", "C", "C", "C", "P", "O", "O", "H", "H", "H", "H", "H", "H", "H", "H", "H", "H", "H", "H", "H", "H", "H"],
  "coordinates": [[1.8253, 1.6954, 1.5438], [2.2693, 1.6020, 0.1832], [2.3097, 0.0846, -0.1842], [1.1279, -0.2570, -1.0519], [-0.1452, -0.5808, -0.1800], [0.2412, -1.6324, 0.8878], [0.8794, -2.6470, 0.6158], [-0.1170, -1.2996, 2.0654], [-1.1194, -1.2576, -1.2242], [-2.5802, -1.1530, -0.7575], [-2.8315, 0.2791, -0.2915], [-1.1484, 0.9519, 0.2988], [-1.0739, 1.0383, 1.8102], [-0.8690, 2.1046, -0.4836], [2.4751, 1.4966, 2.2399], [1.3977, 2.5310, 1.9299], [3.3197, 2.0918, 0.0155], [1.4024, 2.0092, -0.4330], [2.2651, -0.5090, 0.7101], [3.3312, -0.0771, -0.7647], [1.3424, -1.2941, -1.5488], [0.8014, 0.3945, -1.8173], [-0.5899, -0.4361, 2.0276], [-0.8220, -2.3791, -1.2955], [-1.0347, -0.5819, -2.1791], [-3.2038, -1.6466, -1.4903], [-2.7608, -1.7932, 0.1574], [-3.0699, 0.9786, -1.1555], [-3.6220, 0.2869, 0.3717]],
  "atomic_forces_ev_per_a": [[-1.241, 0.831, 0.622], [0.139, 0.254, -0.394], [2.352, 1.774, -2.113], [-0.261, -4.142, 0.936], [-0.276, -0.284, -2.229], [0.672, -0.014, -2.108], [-0.739, 0.749, 0.297], [0.038, -1.405, 2.080], [0.288, -0.308, -0.078], [0.689, -0.859, 1.543], [1.715, 0.713, -2.853], [-1.659, -4.144, 3.317], [-0.613, -0.377, -0.044], [1.306, 3.780, -3.005], [1.726, -1.027, 0.936], [-0.415, 0.110, -1.117], [-1.825, -0.526, -0.152], [1.639, 0.223, 0.558], [0.477, -0.290, 0.295], [-1.975, -0.105, 1.144], [-0.254, 1.741, 0.609], [0.226, 1.146, -0.699], [-0.358, 1.481, 0.427], [-0.250, 2.003, -0.642], [-0.018, -1.773, 1.290], [-0.590, 0.511, -0.486], [0.561, 0.367, -0.700], [0.133, -0.838, 0.866], [-1.487, 0.410, 1.700]]
}